1.
A cluster of 18 separate species, C46H126NO18 in total at a distorted geometry, computed with ωB97M-V with the def2-TZVPD basis set.

Computed properties:
HOMO-LUMO gap in eV: 5.37
Total energy in eV: -88089.52369
Largest force on an atom in eV/Å: 1.48
Charge: -1
E_LUMO in hartree: 0.0584
ΔE to the lowest compared entry with this formula, charge and spin in kcal/mol: 0.00

XYZ file:
```
191
C46H126NO18 ωB97M-V with the def2-TZVPD basis set
C 1.3274 -1.0690 -1.8998
C 0.7009 0.2611 -1.3925
C -0.8050 0.1925 -1.6767
C -1.5992 -0.5530 -0.6119
C -1.2092 -0.0474 0.7481
C 0.2870 -0.1172 1.0666
N 0.9724 0.5897 -0.0018
O 2.3094 0.9053 0.3078
C 0.7274 -1.5905 1.2011
C 0.5056 0.5736 2.4066
C 1.2515 1.3723 -2.2977
H 1.2802 -1.0789 -2.9955
H 0.6987 -1.9302 -1.6357
H 2.3515 -1.2269 -1.5739
H -0.9918 -0.2713 -2.6510
H -1.2051 1.2125 -1.7409
H -1.4184 -1.6265 -0.7429
H -2.6862 -0.4463 -0.7120
H -1.7698 -0.6198 1.5051
H -1.5245 0.9857 0.9350
H 1.8165 -1.6389 1.0885
H 0.3122 -2.2661 0.4535
H 0.4943 -1.9348 2.2134
H 0.4184 1.6577 2.3000
H 1.5373 0.4293 2.7405
H -0.1868 0.1860 3.1559
H 0.8335 2.2981 -1.8924
H 0.8127 1.3275 -3.3000
H 2.3351 1.3354 -2.3531
C -1.2137 -4.3862 3.1242
C 0.1184 -5.0357 2.8025
O -0.0198 -6.3759 2.3470
H -1.9173 -4.4358 2.2876
H -1.0467 -3.3084 3.2504
H -1.7204 -4.7339 4.0236
H 0.7300 -5.1090 3.7024
H 0.6203 -4.4190 2.0506
H -0.1930 -6.3896 1.3912
C -0.1547 3.5581 4.9261
C -1.3220 4.0806 4.1086
O -2.4052 4.4990 4.9435
H 0.7497 3.4950 4.3168
H -0.3747 2.5584 5.3094
H 0.0896 4.2445 5.7381
H -1.6033 3.3762 3.3198
H -0.9750 4.9717 3.5780
H -2.4271 3.8725 5.6757
C -4.9220 -2.5796 -1.8273
C -5.6513 -3.8593 -2.1760
O -6.4718 -4.3179 -1.1069
H -5.5620 -1.7070 -1.7060
H -4.1860 -2.3544 -2.6057
H -4.3355 -2.6931 -0.9112
H -4.9349 -4.6285 -2.4829
H -6.2751 -3.6958 -3.0590
H -6.0101 -5.0201 -0.6435
C -3.0316 0.7744 4.6792
C -3.7609 -0.1940 5.5672
O -3.9923 0.4731 6.8188
H -2.0456 1.0465 5.0587
H -3.6363 1.6797 4.5905
H -2.8861 0.4399 3.6492
H -3.2429 -1.1375 5.7666
H -4.7259 -0.4396 5.1066
H -4.6797 0.0038 7.2979
C -4.4423 -1.7634 2.0606
C -5.5710 -2.7210 2.3696
O -6.5097 -2.1207 3.2687
H -3.5865 -2.2447 1.5792
H -4.0492 -1.3221 2.9792
H -4.7549 -0.9200 1.4395
H -5.1989 -3.5933 2.9080
H -6.0702 -3.0309 1.4482
H -7.2545 -1.7459 2.7939
C 5.7442 0.2596 4.5021
C 4.8790 -0.1583 3.3268
O 4.7415 0.8149 2.3251
H 6.8004 0.2893 4.2306
H 5.7012 -0.5483 5.2411
H 5.3459 1.1685 4.9484
H 3.8923 -0.4314 3.7365
H 5.2685 -1.1178 2.9587
H 3.8698 0.7268 1.9039
C -0.4702 5.1646 0.5415
C -0.1731 3.6717 0.4047
O 1.2086 3.5160 0.6126
H -0.0162 5.5698 1.4473
H -1.5366 5.3955 0.6318
H -0.0840 5.6869 -0.3318
H -0.4763 3.3538 -0.6029
H -0.7903 3.1372 1.1403
H 1.4229 2.5558 0.5334
C 0.7981 1.4813 -6.2018
C 2.0384 0.6103 -6.3586
O 3.2149 1.4088 -6.4924
H -0.0648 0.8347 -6.0337
H 0.6635 2.1145 -7.0849
H 0.9082 2.1844 -5.3751
H 1.9372 -0.0287 -7.2444
H 2.1699 -0.0070 -5.4708
H 3.0387 2.0689 -7.1694
O 4.5257 0.1146 -1.3184
H 3.7549 0.2336 -0.7246
H 4.7237 -0.8323 -1.3101
O 3.8472 3.0296 -1.0557
H 3.2486 3.7814 -1.0175
H 3.3501 2.3364 -0.5767
C 4.6987 -4.6850 -0.6079
C 4.6754 -3.1779 -0.4463
C 5.4397 -2.6376 0.7468
O 5.1881 -2.5975 -1.6560
H 5.6864 -5.0797 -0.8483
H 3.9460 -4.9342 -1.3565
H 4.3811 -5.2171 0.2965
H 3.6460 -2.8221 -0.3631
H 5.5048 -1.5490 0.7008
H 6.4637 -3.0223 0.7840
H 4.9022 -2.8956 1.6613
H 6.1001 -2.8717 -1.7931
C 2.4950 -3.7828 -5.2210
C 3.6115 -3.8286 -6.2545
C 4.8632 -3.1123 -5.7671
O 3.9439 -5.1668 -6.6357
H 1.9977 -2.8130 -5.2283
H 2.8443 -4.0163 -4.2125
H 1.7525 -4.5460 -5.4713
H 3.2497 -3.3648 -7.1746
H 4.8549 -2.0287 -5.8959
H 5.7697 -3.4801 -6.2524
H 5.0247 -3.2955 -4.6983
H 4.3345 -5.6262 -5.8855
C 1.3424 4.9811 -3.1092
C 1.9441 6.3685 -2.9650
C 1.6809 7.2586 -4.1796
O 1.3113 6.9815 -1.8340
H 1.5452 4.4459 -2.1815
H 1.6185 4.4094 -3.9966
H 0.2478 5.0489 -3.1698
H 3.0062 6.3017 -2.7355
H 2.0041 8.2768 -3.9704
H 0.6006 7.2734 -4.3561
H 2.1602 6.8725 -5.0809
H 0.3690 7.0260 -2.0259
C -1.4080 -4.5687 -1.2220
C -0.3541 -5.6633 -1.3724
C 1.0471 -5.1192 -1.2267
O -0.5477 -6.7191 -0.4254
H -2.3690 -4.9187 -1.6117
H -1.1357 -3.6800 -1.7913
H -1.5280 -4.3160 -0.1672
H -0.4499 -6.1088 -2.3707
H 1.7782 -5.9295 -1.2700
H 1.1954 -4.6512 -0.2490
H 1.2641 -4.4031 -2.0172
H -1.3352 -7.2188 -0.6570
C -2.1235 3.3747 -3.5233
C -2.9324 4.0808 -4.5919
C -3.2785 3.1565 -5.7390
O -4.1785 4.5499 -4.0561
H -1.7790 4.0147 -2.7059
H -1.1943 3.0356 -3.9954
H -2.6695 2.5333 -3.0984
H -2.3700 4.9285 -5.0044
H -4.0345 2.4240 -5.4539
H -2.4002 2.5814 -6.0519
H -3.5949 3.6914 -6.6349
H -3.9925 4.9991 -3.2249
C 0.2035 -0.9282 6.4396
C 1.7031 -0.7575 6.4037
C 2.1938 0.6713 6.2510
O 2.2941 -1.3733 7.5648
H -0.2761 -0.5380 5.5403
H -0.2185 -0.3880 7.2973
H -0.1073 -1.9619 6.5981
H 2.1519 -1.3506 5.6028
H 2.2772 1.0201 5.2206
H 3.2029 0.6910 6.6741
H 1.6850 1.4588 6.8175
H 1.8588 -1.0223 8.3495
C -5.0406 2.9497 2.2303
C -3.9456 3.3853 1.2763
C -3.9747 2.6219 -0.0194
O -4.0883 4.7778 0.9739
H -5.1499 3.5339 3.1441
H -4.8187 1.9286 2.5653
H -5.9908 2.8759 1.6945
H -2.9741 3.2044 1.7529
H -4.8358 2.8061 -0.6626
H -3.9902 1.5471 0.2058
H -3.0570 2.7330 -0.6014
H -4.1220 5.2613 1.8056
```



2.
A structure of composition C46H29N9O11SSr at a distorted geometry, computed with ωB97M-V with the def2-TZVPD basis set.

Computed properties:
HOMO-LUMO gap in eV: 6.02
Total energy in eV: -95787.02364
Largest force on an atom in eV/Å: 2.32
Charge: -2
E_LUMO in hartree: 0.1067
ΔE to the lowest compared entry with this formula, charge and spin in kcal/mol: 31.25

XYZ file:
```
97
C46H29N9O11SSr ωB97M-V with the def2-TZVPD basis set
Sr -0.9888 2.5303 -0.1167
O -1.2559 4.8717 -6.1269
C -1.0276 4.4251 -4.8513
C -0.0903 3.4356 -4.5897
C 0.0818 3.0121 -3.2822
N -0.6173 3.5392 -2.2783
C -1.4897 4.5192 -2.5268
C -1.7335 4.9943 -3.8046
C -2.1700 5.1805 -1.3040
O -2.7900 6.2301 -1.5356
O -1.9589 4.6209 -0.1937
C 1.1333 1.9319 -2.9545
O 1.9171 1.6495 -3.8823
O 1.0738 1.4558 -1.7954
H -0.6851 4.3660 -6.7131
H 0.5230 2.9883 -5.3639
H -2.4506 5.7883 -3.9550
O -5.0935 0.2950 4.3948
C -4.2403 0.7886 3.4434
C -2.9747 1.2517 3.7829
C -2.1681 1.7538 2.7781
N -2.5645 1.7636 1.5076
C -3.7755 1.3195 1.1788
C -4.6602 0.8229 2.1229
C -4.1392 1.3825 -0.3190
O -5.1387 0.7315 -0.6753
O -3.3636 2.0762 -1.0254
C -0.7674 2.3292 3.0795
O -0.3824 2.2329 4.2561
O -0.1514 2.8140 2.0900
H -4.6466 0.3557 5.2440
H -2.6080 1.2420 4.8031
H -5.6356 0.4756 1.8132
N 4.6354 4.1530 1.1505
C 5.2454 3.0238 1.7182
C 6.1009 3.1772 2.7995
C 6.7486 2.0795 3.3591
C 6.5264 0.8163 2.8427
C 5.6472 0.6605 1.7736
C 5.0117 1.7478 1.2003
S 3.8730 1.5021 -0.1557
N 3.1602 2.9862 -0.2849
C 3.5323 4.0422 0.2857
C 2.8054 5.3142 0.0169
C 3.5029 6.5220 0.0241
C 2.8183 7.6974 -0.2418
C 1.4626 7.6361 -0.4856
C 0.8478 6.3878 -0.4674
N 1.4946 5.2518 -0.2415
H 4.6393 4.9699 1.7362
H 6.2648 4.1705 3.2055
H 7.4158 2.2240 4.1996
H 7.0238 -0.0473 3.2664
H 5.4440 -0.3299 1.3788
H 4.5716 6.5454 0.1945
H 3.3429 8.6457 -0.2572
H 0.8832 8.5276 -0.6860
H -0.2202 6.2960 -0.6237
C -1.8878 -11.9605 -0.5206
O -0.9199 -11.2136 0.1818
C -0.9844 -9.8550 0.0704
C -0.0767 -9.1299 0.8408
C -0.0636 -7.7541 0.7866
C -0.9554 -7.0539 -0.0354
C -1.8566 -7.7895 -0.7922
C -1.8764 -9.1802 -0.7478
C -0.9020 -5.5916 -0.0571
N -0.1524 -4.8595 0.7301
C -0.4059 -3.5560 0.3761
C -1.3232 -3.5046 -0.6471
N -1.6375 -4.8142 -0.9126
C -1.7384 -2.2946 -1.2802
C -2.6190 -2.2216 -2.3658
C -2.8517 -1.0072 -2.9555
C -2.1999 0.1203 -2.4436
N -1.4265 0.0838 -1.3757
C -1.1867 -1.0952 -0.7866
C -0.2810 -1.1198 0.3679
N 0.1316 0.0561 0.8650
C 1.0193 0.0618 1.8401
C 1.5397 -1.1087 2.4063
C 1.0848 -2.3201 1.9525
C 0.1480 -2.3458 0.9133
H -1.7183 -13.0015 -0.2576
H -1.7819 -11.8446 -1.6034
H -2.9027 -11.6740 -0.2305
H 0.6127 -9.6722 1.4759
H 0.6333 -7.1785 1.3818
H -2.5779 -7.2901 -1.4287
H -2.5933 -9.7156 -1.3548
H -2.2303 -5.1353 -1.6548
H -3.1044 -3.1214 -2.7310
H -3.5336 -0.9051 -3.7878
H -2.3245 1.0843 -2.9168
H 1.3114 1.0371 2.2139
H 2.2698 -1.0425 3.2025
H 1.4221 -3.2602 2.3721
```



Which of these has the highest E_LUMO? C46H29N9O11SSr



E_LUMO of number 2 (C46H29N9O11SSr)? 0.1067 hartree



Which formula does entry 2 have? C46H29N9O11SSr